<i>
The following is a DFT calculation (ωB97M-V with the def2-TZVPD basis set) of the molecule C24H26N2O6.

Values from the calculation:
SMILES string: CCCCCOc1c(OC)ccc2cc(C(=O)NCc3ccc4c(c3)OCO4)c(=O)[nH]c12
Orbital gap, Ha: 0.29106
LUMO, eV: -0.022

Each atom is followed by the atoms it is bonded to, with distances in Å.
CARTESIAN COORDINATES (ANGSTROEM)
1 C 4.721 4.092 1.885  C2 1.524, H33 1.087, H34 1.088, H35 1.088
2 C 4.188 2.868 1.153  C1 1.524, C3 1.528, H36 1.093, H37 1.091
3 C 3.168 3.250 0.081  C2 1.528, C4 1.528, H38 1.092, H39 1.092
4 C 2.536 2.034 -0.595  C3 1.528, C5 1.531, H40 1.094, H41 1.092
5 C 3.483 1.340 -1.578  C4 1.531, O6 1.424, H42 1.092, H43 1.093
6 O 2.984 0.067 -1.977  C5 1.424, C7 1.376
7 C 2.900 -0.881 -0.982  O6 1.376, C8 1.399, C32 1.402
8 C 3.999 -1.352 -0.254  C7 1.399, O9 1.359, C11 1.403
9 O 5.210 -0.811 -0.551  C8 1.359, C10 1.409
10 C 6.351 -1.264 0.138  O9 1.409, H44 1.089, H45 1.094, H46 1.094
11 C 3.801 -2.335 0.727  C8 1.403, C12 1.373, H47 1.078
12 C 2.552 -2.844 0.985  C11 1.373, C13 1.398, H48 1.079
13 C 1.437 -2.397 0.268  C12 1.398, C14 1.420, C32 1.407
14 C 0.106 -2.837 0.493  C13 1.420, C15 1.360, H49 1.082
15 C -0.951 -2.362 -0.218  C14 1.360, C16 1.501, C29 1.459
16 C -2.316 -2.860 0.161  C15 1.501, O17 1.220, N18 1.342
17 O -2.474 -3.595 1.121  C16 1.220
18 N -3.307 -2.444 -0.644  C16 1.342, C19 1.443, H50 1.017
19 C -4.702 -2.690 -0.363  N18 1.443, C20 1.510, H51 1.097, H52 1.092
20 C -5.433 -1.405 -0.058  C19 1.510, C21 1.385, C25 1.400
21 C -6.119 -1.246 1.135  C20 1.385, C22 1.394, H53 1.079
22 C -6.797 -0.068 1.446  C21 1.394, C23 1.372, H54 1.077
23 C -6.748 0.943 0.519  C22 1.372, C24 1.396, O28 1.372
24 C -6.053 0.794 -0.682  C23 1.396, C25 1.371, O26 1.371
25 C -5.394 -0.367 -0.997  C20 1.400, C24 1.371, H55 1.077
26 O -6.164 1.946 -1.416  C24 1.371, C27 1.410
27 C -6.939 2.829 -0.636  O26 1.410, O28 1.411, H56 1.102, H57 1.103
28 O -7.313 2.192 0.566  C23 1.372, C27 1.411
29 C -0.747 -1.375 -1.272  C15 1.459, O30 1.227, N31 1.372
30 O -1.609 -0.890 -1.998  C29 1.227
31 N 0.554 -0.969 -1.430  C29 1.372, C32 1.364, H58 1.016
32 C 1.631 -1.417 -0.722  C7 1.402, C13 1.407, N31 1.364
33 H 5.444 3.800 2.643  C1 1.087
34 H 3.910 4.628 2.374  C1 1.088
35 H 5.208 4.772 1.189  C1 1.088
36 H 3.714 2.195 1.872  C2 1.093
37 H 5.023 2.331 0.698  C2 1.091
38 H 2.375 3.837 0.550  C3 1.092
39 H 3.645 3.881 -0.672  C3 1.092
40 H 2.242 1.314 0.174  C4 1.094
41 H 1.632 2.335 -1.128  C4 1.092
42 H 3.563 1.906 -2.508  C5 1.092
43 H 4.480 1.230 -1.144  C5 1.093
44 H 7.186 -0.711 -0.290  C10 1.089
45 H 6.286 -1.049 1.210  C10 1.094
46 H 6.514 -2.335 -0.013  C10 1.094
47 H 4.642 -2.701 1.293  C11 1.078
48 H 2.419 -3.594 1.749  C12 1.079
49 H -0.091 -3.567 1.266  C14 1.082
50 H -3.068 -1.778 -1.374  N18 1.017
51 H -5.160 -3.177 -1.233  C19 1.097
52 H -4.743 -3.370 0.491  C19 1.092
53 H -6.130 -2.055 1.848  C21 1.079
54 H -7.332 0.049 2.373  C22 1.077
55 H -4.863 -0.463 -1.929  C25 1.077
56 H -7.842 3.120 -1.195  C27 1.102
57 H -6.349 3.732 -0.406  C27 1.103
58 H 0.740 -0.275 -2.148  N31 1.016

***

<ii>
The following is a DFT calculation (ωB97M-V with the def2-TZVPD basis set) of the molecule C24H26N2O6.

Values from the calculation:
SMILES string: COc1ccc(N(C(=O)c2ccco2)[C@H](C(=O)NC2CCCC2)c2ccco2)cc1OC
Orbital gap, Ha: 0.31548
LUMO, eV: 0.739

Each atom is followed by the atoms it is bonded to, with distances in Å.
CARTESIAN COORDINATES (ANGSTROEM)
1 C 0.809 5.694 2.127  O2 1.405, H33 1.095, H34 1.089, H35 1.095
2 O 0.667 4.894 0.981  C1 1.405, C3 1.361
3 C 0.440 3.562 1.145  O2 1.361, C4 1.384, C30 1.415
4 C 0.339 2.913 2.363  C3 1.384, C5 1.388, H36 1.078
5 C 0.091 1.549 2.426  C4 1.388, C6 1.382, H37 1.078
6 C -0.024 0.819 1.259  C5 1.382, N7 1.415, C29 1.394
7 N -0.319 -0.564 1.291  C6 1.415, C8 1.355, C15 1.472
8 C 0.370 -1.485 2.007  N7 1.355, O9 1.226, C10 1.475
9 O -0.017 -2.644 2.112  C8 1.226
10 C 1.655 -1.051 2.588  C8 1.475, C11 1.373, O14 1.349
11 C 2.639 -0.214 2.122  C10 1.373, C12 1.410, H38 1.070
12 C 3.708 -0.321 3.036  C11 1.410, C13 1.364, H39 1.070
13 C 3.300 -1.213 3.984  C12 1.364, O14 1.334, H40 1.072
14 O 2.073 -1.664 3.714  C10 1.349, C13 1.334
15 C -1.522 -1.025 0.578  N7 1.472, C16 1.547, C24 1.492, H41 1.099
16 C -1.063 -1.653 -0.760  C15 1.547, O17 1.215, N18 1.341
17 O -1.015 -1.025 -1.798  C16 1.215
18 N -0.697 -2.934 -0.607  C16 1.341, C19 1.454, H42 1.014
19 C -0.072 -3.741 -1.644  N18 1.454, C20 1.547, C23 1.541, H43 1.092
20 C 1.246 -3.133 -2.177  C19 1.547, C21 1.528, H44 1.089, H45 1.090
21 C 0.974 -2.786 -3.641  C20 1.528, C22 1.525, H46 1.089, H47 1.090
22 C -0.028 -3.851 -4.071  C21 1.525, C23 1.526, H48 1.092, H49 1.089
23 C -0.978 -3.914 -2.879  C19 1.541, C22 1.526, H50 1.089, H51 1.089
24 C -2.501 0.088 0.415  C15 1.492, C25 1.363, O28 1.353
25 C -3.064 0.684 -0.674  C24 1.363, C26 1.416, H52 1.069
26 C -3.918 1.696 -0.172  C25 1.416, C27 1.358, H53 1.070
27 C -3.810 1.639 1.181  C26 1.358, O28 1.342, H54 1.072
28 O -2.961 0.667 1.548  C24 1.353, C27 1.342
29 C 0.075 1.454 0.022  C6 1.394, C30 1.383, H55 1.077
30 C 0.292 2.818 -0.049  C3 1.415, C29 1.383, O31 1.356
31 O 0.376 3.525 -1.204  C30 1.356, C32 1.409
32 C 0.154 2.842 -2.416  O31 1.409, H56 1.089, H57 1.095, H58 1.094
33 H 1.664 5.380 2.736  C1 1.095
34 H 0.981 6.704 1.760  C1 1.089
35 H -0.097 5.683 2.742  C1 1.095
36 H 0.432 3.463 3.285  C4 1.078
37 H -0.015 1.064 3.384  C5 1.078
38 H 2.606 0.391 1.240  C11 1.070
39 H 4.646 0.192 2.992  C12 1.070
40 H 3.778 -1.588 4.867  C13 1.072
41 H -1.967 -1.810 1.207  C15 1.099
42 H -0.629 -3.279 0.344  N18 1.014
43 H 0.124 -4.710 -1.181  C19 1.092
44 H 1.536 -2.260 -1.594  C20 1.089
45 H 2.047 -3.870 -2.104  C20 1.090
46 H 1.881 -2.786 -4.243  C21 1.089
47 H 0.505 -1.804 -3.700  C21 1.090
48 H 0.476 -4.810 -4.205  C22 1.092
49 H -0.543 -3.596 -4.996  C22 1.089
50 H -1.673 -3.076 -2.925  C23 1.089
51 H -1.550 -4.839 -2.837  C23 1.089
52 H -2.888 0.432 -1.699  C25 1.069
53 H -4.523 2.368 -0.745  C26 1.070
54 H -4.268 2.210 1.964  C27 1.072
55 H -0.040 0.866 -0.873  C29 1.077
56 H 0.202 3.603 -3.193  C32 1.089
57 H 0.924 2.087 -2.601  C32 1.095
58 H -0.829 2.363 -2.432  C32 1.094

***

If we sort the structures by their calculated energies, the order from most to least stable is <i>, <ii>.

***

<i>
The following is a DFT calculation (ωB97M-V with the def2-TZVPD basis set) of a 3-piece molecular cluster, C6H18O3 overall.

Values from the calculation:
SMILES string: CCO.CCO.CCO
Orbital gap, Ha: 0.37555
LUMO, eV: 0.509

Each atom is followed by the atoms it is bonded to, with distances in Å.
CARTESIAN COORDINATES (ANGSTROEM)
1 C -13.112 6.231 -1.937  C2 1.558, H4 1.090, H5 1.090, H6 1.090
2 C -14.098 7.024 -1.028  C1 1.558, O3 1.388, H7 1.090, H8 1.090
3 O -14.211 6.391 0.203  C2 1.388, H9 0.960
4 H -12.212 6.059 -1.348  C1 1.090
5 H -12.952 6.770 -2.871  C1 1.090
6 H -13.544 5.249 -2.130  C1 1.090
7 H -15.105 7.169 -1.418  C2 1.090
8 H -13.703 8.006 -0.770  C2 1.090
9 H -14.949 6.811 0.651  O3 0.960
10 C -13.170 8.307 -4.484  C11 1.497, H13 1.090, H14 1.090, H15 1.090
11 C -13.545 8.724 -3.096  C10 1.497, O12 1.467, H16 1.090, H17 1.090
12 O -14.562 9.752 -3.348  C11 1.467, H18 0.960
13 H -12.508 7.442 -4.520  C10 1.090
14 H -12.515 8.991 -5.025  C10 1.090
15 H -14.019 7.970 -5.079  C10 1.090
16 H -12.681 8.941 -2.469  C11 1.090
17 H -14.038 7.857 -2.657  C11 1.090
18 H -14.291 10.544 -2.878  O12 0.960
19 C -10.805 10.001 -3.422  C20 1.586, H22 1.090, H23 1.090, H24 1.090
20 C -11.063 11.281 -2.522  C19 1.586, O21 1.394, H25 1.090, H26 1.090
21 O -12.250 11.023 -1.837  C20 1.394, H27 0.960
22 H -11.557 10.034 -4.211  C19 1.090
23 H -10.860 8.970 -3.072  C19 1.090
24 H -9.842 10.114 -3.921  C19 1.090
25 H -11.164 12.097 -3.238  C20 1.090
26 H -10.310 11.406 -1.744  C20 1.090
27 H -12.489 11.695 -1.195  O21 0.960

***

<ii>
The following is a DFT calculation (ωB97M-V with the def2-TZVPD basis set) of a 3-piece molecular cluster, C6H18O3 overall.

Values from the calculation:
SMILES string: CCO.CCO.CCO
Orbital gap, Ha: 0.37924
LUMO, eV: 0.757

Each atom is followed by the atoms it is bonded to, with distances in Å.
CARTESIAN COORDINATES (ANGSTROEM)
1 C 1.885 -0.193 -0.073  C2 1.514, H4 1.098, H5 1.085, H6 1.094
2 C 0.399 0.023 0.121  C1 1.514, O3 1.417, H7 1.092, H8 1.095
3 O -0.284 0.284 -1.093  C2 1.417, H9 0.984
4 H 2.301 0.756 -0.437  C1 1.098
5 H 2.196 -0.987 -0.744  C1 1.085
6 H 2.428 -0.289 0.873  C1 1.094
7 H 0.022 0.776 0.817  C2 1.092
8 H 0.049 -0.923 0.545  C2 1.095
9 H -0.256 1.236 -1.339  O3 0.984
10 C -1.379 -4.555 0.263  C11 1.517, H13 1.093, H14 1.092, H15 1.091
11 C -1.879 -3.244 0.841  C10 1.517, O12 1.430, H16 1.096, H17 1.089
12 O -1.535 -3.198 2.229  C11 1.430, H18 0.960
13 H -1.920 -4.880 -0.629  C10 1.093
14 H -1.512 -5.364 0.984  C10 1.092
15 H -0.317 -4.549 0.015  C10 1.091
16 H -2.964 -3.154 0.719  C11 1.096
17 H -1.508 -2.344 0.354  C11 1.089
18 H -2.177 -3.729 2.707  O12 0.960
19 C 1.367 3.796 0.062  C20 1.504, H22 1.091, H23 1.091, H24 1.094
20 C 0.316 4.122 -0.962  C19 1.504, O21 1.444, H25 1.092, H26 1.096
21 O -0.130 2.923 -1.632  C20 1.444, H27 0.961
22 H 2.363 3.528 -0.296  C19 1.091
23 H 1.017 2.977 0.692  C19 1.091
24 H 1.566 4.615 0.759  C19 1.094
25 H 0.586 4.888 -1.691  C20 1.092
26 H -0.621 4.457 -0.502  C20 1.096
27 H -0.011 3.028 -2.580  O21 0.961

***

If we sort the structures by their calculated energies, the order from most to least stable is <ii>, <i>.

***

<i>
The following is a DFT calculation (ωB97M-V with the def2-TZVPD basis set) of the molecule C11H11NO2.

Values from the calculation:
SMILES string: N#C/C(=C/COc1ccccc1)CO
Orbital gap, Ha: 0.36883
LUMO, eV: 0.422

Each atom is followed by the atoms it is bonded to, with distances in Å.
CARTESIAN COORDINATES (ANGSTROEM)
1 N 2.082 2.630 -2.764  C2 1.166
2 C 1.273 1.920 -2.315  N1 1.166, C3 1.449
3 C 0.211 1.080 -1.800  C2 1.449, C4 1.329, C13 1.520
4 C 0.142 -0.182 -2.211  C3 1.329, C5 1.514, H15 1.085
5 C -0.858 -1.224 -1.757  C4 1.514, O6 1.409, H16 1.100, H17 1.115
6 O -0.222 -2.059 -0.817  C5 1.409, C7 1.377
7 C -0.012 -1.468 0.409  O6 1.377, C8 1.389, C12 1.390
8 C 1.279 -1.134 0.796  C7 1.389, C9 1.383, H18 1.103
9 C 1.472 -0.537 2.029  C8 1.383, C10 1.376, H19 1.099
10 C 0.390 -0.247 2.827  C9 1.376, C11 1.397, H20 1.110
11 C -0.916 -0.561 2.444  C10 1.397, C12 1.386, H21 1.078
12 C -1.100 -1.216 1.237  C7 1.390, C11 1.386, H22 1.081
13 C -0.686 1.804 -0.810  C3 1.520, O14 1.430, H23 1.092, H24 1.115
14 O 0.068 2.225 0.330  C13 1.430, H25 0.956
15 H 0.967 -0.550 -2.810  C4 1.085
16 H -1.793 -0.796 -1.365  C5 1.100
17 H -1.181 -1.880 -2.599  C5 1.115
18 H 2.080 -1.354 0.070  C8 1.103
19 H 2.482 -0.275 2.375  C9 1.099
20 H 0.472 0.297 3.792  C10 1.110
21 H -1.748 -0.294 3.076  C11 1.078
22 H -2.079 -1.498 0.873  C12 1.081
23 H -1.051 2.722 -1.274  C13 1.092
24 H -1.565 1.188 -0.507  C13 1.115
25 H 0.294 1.408 0.772  O14 0.956

***

<ii>
The following is a DFT calculation (ωB97M-V with the def2-TZVPD basis set) of the molecule C11H11NO2.

Values from the calculation:
SMILES string: O=[N+]([O-])C1=C2C=CC=C[C@@]23C[C@H]3CC1
Orbital gap (alpha / beta), Ha: 0.26732 / 0.26729
LUMO (alpha / beta), eV: -0.812 / -0.812

Each atom is followed by the atoms it is bonded to, with distances in Å.
CARTESIAN COORDINATES (ANGSTROEM)
1 O 2.943 2.622 1.361  N2 1.211
2 N 1.733 2.636 1.296  O1 1.211, O3 1.194, C4 1.371
3 O 1.039 3.553 1.615  N2 1.194
4 C 1.193 1.493 0.766  N2 1.371, C5 1.372, C14 1.514
5 C -0.109 1.220 0.432  C4 1.372, C6 1.417, C10 1.473
6 C -1.149 2.088 0.847  C5 1.417, C7 1.343, H15 1.022
7 C -2.438 1.731 0.726  C6 1.343, C8 1.428, H16 1.104
8 C -2.868 0.470 0.212  C7 1.428, C9 1.346, H17 1.080
9 C -1.943 -0.424 -0.184  C8 1.346, C10 1.521, H18 1.011
10 C -0.466 -0.062 -0.199  C5 1.473, C9 1.521, C11 1.549, C12 1.492
11 C 0.109 -0.751 -1.462  C10 1.549, C12 1.471, H19 1.101, H20 1.017
12 C 0.433 -1.250 -0.117  C10 1.492, C11 1.471, C13 1.525, H21 1.073
13 C 1.798 -0.989 0.512  C12 1.525, C14 1.580, H22 1.143, H23 1.163
14 C 2.209 0.510 0.225  C4 1.514, C13 1.580, H24 1.129, H25 1.038
15 H -0.800 2.951 1.266  C6 1.022
16 H -3.324 2.338 0.981  C7 1.104
17 H -3.941 0.378 0.292  C8 1.080
18 H -2.231 -1.351 -0.466  C9 1.011
19 H -0.435 -1.379 -2.183  C11 1.101
20 H 0.776 -0.179 -1.973  C11 1.017
21 H -0.007 -2.121 0.330  C12 1.073
22 H 2.490 -1.819 0.138  C13 1.143
23 H 1.580 -1.251 1.623  C13 1.163
24 H 3.285 0.742 0.476  C14 1.129
25 H 2.345 0.559 -0.802  C14 1.038

***

If we sort the structures by their calculated energies, the order from most to least stable is <i>, <ii>.

***

<i>
The following is a DFT calculation (ωB97M-V with the def2-TZVPD basis set) of a 2-piece molecular cluster, C2HF3NOS overall.

Values from the calculation:
Charge: -1
Orbital gap, Ha: 0.26196
LUMO, eV: 3.846

Each atom is followed by the atoms it is bonded to, with distances in Å.
CARTESIAN COORDINATES (ANGSTROEM)
1 C 3.149 0.090 -0.804  N3 1.168, O4 1.210
2 C -1.094 -0.078 0.864  F5 1.341, F6 1.326, F7 1.349, H9 1.207
3 N 2.045 -0.290 -0.788  C1 1.168, S8 1.641
4 O 4.242 0.500 -0.485  C1 1.210
5 F -0.867 -0.544 2.102  C2 1.341
6 F -1.367 1.219 0.913  C2 1.326
7 F -2.301 -0.598 0.564  C2 1.349
8 S 0.953 -1.325 -1.444  N3 1.641
9 H -0.164 -0.408 0.169  C2 1.207

***

<ii>
The following is a DFT calculation (ωB97M-V with the def2-TZVPD basis set) of an isolated ion of composition C2HF3NOS and charge -1.

Values from the calculation:
SMILES string: [O-]C(=S)NC(F)(F)F
Charge: -1
Orbital gap, Ha: 0.26463
LUMO, eV: 3.792

Each atom is followed by the atoms it is bonded to, with distances in Å.
CARTESIAN COORDINATES (ANGSTROEM)
1 O 1.158 -1.750 -0.121  C2 1.211
2 C 1.399 -0.573 0.023  O1 1.211, S3 1.693, N4 1.403
3 S 2.882 0.242 -0.014  C2 1.693
4 N 0.421 0.380 0.343  C2 1.403, C5 1.765, H9 1.013
5 C -1.289 0.119 -0.007  N4 1.765, F6 1.316, F7 1.334, F8 1.337
6 F -1.655 -1.136 0.142  C5 1.316
7 F -1.998 0.879 0.828  C5 1.334
8 F -1.573 0.516 -1.252  C5 1.337
9 H 0.653 1.324 0.057  N4 1.013

***

If we sort the structures by their calculated energies, the order from most to least stable is <ii>, <i>.